Below is 2 unconnected molecules or ions with the total composition C4H16N2O at a distorted geometry, with properties calculated with ωB97M-V with the def2-TZVPD basis set.

XYZ file:
```
23
Properties=species:S:1:pos:R:3
C 1.49693 -0.30185 0.93586
C 0.09341 -0.92240 0.81892
C -0.64307 -1.19898 -0.52207
C -0.36284 -0.10110 -1.54284
N -1.02843 1.21557 -1.23667
N 0.46205 -2.41633 1.35459
H 1.55625 0.78882 0.62467
H 2.25832 -0.67926 0.19689
H 1.88860 -0.29604 1.99045
H -0.61398 -0.53553 1.50821
H -0.30058 -2.15657 -0.97461
H -1.69265 -1.26779 -0.28070
H -0.77070 -0.40556 -2.44133
H 0.68533 0.16968 -1.68476
H -1.29860 1.84449 -1.99718
H -0.63373 1.88024 -0.63330
H -2.02844 1.09115 -0.75172
H 0.91631 -2.33629 2.21188
H -0.29870 -3.06026 1.42896
H 1.12122 -2.85668 0.73403
H 0.33958 3.92545 -0.32480
H -0.74245 4.19235 0.56117
O -0.40382 3.42688 0.02433
```

Orbital gap in eV: 12.9
Net charge: +2
E_HOMO in eV: -19.4
Energy relative to the best compared isomer or geometry (same formula, charge and spin) in kcal per mole: 18.9

***

Below is 6 unconnected molecules or ions with the total composition C18H40BClNO10P, with properties calculated with ωB97M-V with the def2-TZVPD basis set.

XYZ file:
```
72
Properties=species:S:1:pos:R:3
C -2.48625 0.69723 2.00489
C -2.57809 -0.44131 0.97686
C -2.31350 0.02015 -0.43174
C -3.22852 0.41737 -1.32635
B -4.77288 0.58527 -1.02000
N -5.32934 1.90678 -1.07182
O -5.48978 -0.53882 -0.70909
C -2.81593 0.82612 -2.69748
O -3.61839 1.31391 -3.46640
C -1.39119 0.60091 -3.11076
Cl -1.03394 0.93714 -4.75837
C -0.47003 0.18123 -2.24808
P 1.23048 -0.24748 -2.86189
O 1.86535 -1.06383 -1.62242
O 1.90294 1.25464 -2.75908
C -0.86041 0.05717 -0.81654
O 0.00365 0.04065 0.04035
H -3.36028 1.34921 1.96545
H -1.58852 1.28689 1.82727
H -2.41341 0.28101 3.01120
H -1.80831 -1.17606 1.21572
H -3.54391 -0.94473 1.03788
H -5.06733 2.40964 -1.91232
H -6.32295 2.00747 -0.91181
H -6.39483 -0.35897 -0.44179
H 1.89834 -0.62194 -0.75949
H 1.96013 1.58914 -1.85500
C 1.32761 -1.50938 4.10958
C 0.14887 -2.34176 3.64565
O -0.05304 -2.21754 2.24221
H 1.16941 -0.46117 3.85151
H 1.47465 -1.59046 5.18719
H 2.24547 -1.84332 3.62265
H -0.77552 -1.99652 4.10978
H 0.28609 -3.39352 3.91942
H 0.75058 -2.50968 1.79993
C 6.45962 -1.08435 3.09739
C 5.07954 -0.92378 3.70829
O 4.78869 -1.93485 4.66296
H 6.55382 -2.06259 2.62597
H 6.65248 -0.31554 2.34533
H 7.23456 -0.99961 3.86234
H 4.30845 -1.02025 2.94208
H 4.97275 0.06765 4.16265
H 5.43843 -1.87893 5.37062
C -3.83836 -3.50185 -3.99968
C -2.65166 -2.76128 -4.58605
O -1.55295 -2.70448 -3.68164
H -4.15756 -3.03113 -3.06882
H -4.67842 -3.50308 -4.69590
H -3.57781 -4.54073 -3.78261
H -2.91464 -1.72251 -4.78958
H -2.34282 -3.21645 -5.53288
H -1.28947 -3.60455 -3.46575
C 6.03232 0.87498 -0.72707
C 4.57592 1.12345 -0.39354
O 3.99975 0.09687 0.41125
H 6.14589 -0.08700 -1.22693
H 6.41699 1.65753 -1.38167
H 6.64251 0.86201 0.17987
H 3.98272 1.13431 -1.30674
H 4.45477 2.09591 0.09691
H 4.48121 0.05409 1.24347
C -1.75409 4.55022 -0.85900
C -2.11251 3.70423 0.34836
O -3.47573 3.78497 0.73158
H -1.98967 5.59906 -0.67523
H -0.69099 4.46538 -1.09112
H -2.31734 4.22775 -1.73915
H -1.55138 4.03903 1.22209
H -1.84379 2.65979 0.16097
H -4.02843 3.39026 0.04413
```

Orbital gap in eV: 7.7
Net charge: 0
E_HOMO in eV: -8.9
Structure (SMILES): CCC1=C(B(N)O)C(=O)C(Cl)=C(P(O)O)C1=O.CCO.CCO.CCO.CCO.CCO

***

Below is a molecular structure, C40H44CrN6O5P2S at a distorted geometry, with properties calculated with ωB97M-V with the def2-TZVPD basis set.

XYZ file:
```
99
Properties=species:S:1:pos:R:3
Cr 0.17142 0.68780 0.71871
O -1.41108 0.58562 -0.60163
P -1.66363 -0.35490 -1.75421
C -0.74692 -1.92953 -1.46059
P 1.04606 -1.51058 -1.47476
O 1.30321 -0.17416 -0.81312
C 1.54886 -1.46013 -3.19813
C 1.35160 -2.61278 -3.95402
C 1.69878 -2.61610 -5.29068
C 2.24838 -1.47577 -5.85784
C 2.46558 -0.33635 -5.09807
C 2.11431 -0.32281 -3.76085
C 1.93945 -2.83740 -0.62382
C 3.31830 -2.65928 -0.53861
C 4.11078 -3.63150 0.04219
C 3.53111 -4.78837 0.54313
C 2.16369 -4.97932 0.43404
C 1.36507 -4.01150 -0.15139
C -3.43017 -0.70441 -1.86867
C -4.22421 0.39609 -2.18048
C -5.59794 0.26161 -2.23187
C -6.17738 -0.97239 -1.97534
C -5.38501 -2.07108 -1.68090
C -4.00671 -1.94402 -1.62259
C -1.09621 0.33374 -3.31805
C -0.53150 1.60192 -3.35685
C -0.15069 2.13868 -4.57491
C -0.33036 1.40873 -5.73923
C -0.90058 0.14563 -5.69907
C -1.29590 -0.39268 -4.48925
H -0.96716 -2.64957 -2.24776
H -1.03322 -2.33446 -0.48719
H 0.94630 -3.50226 -3.48806
H 1.55214 -3.50415 -5.88634
H 2.52009 -1.48241 -6.89989
H 2.91353 0.53483 -5.54945
H 2.26465 0.55875 -3.15477
H 3.75586 -1.76016 -0.95299
H 5.18085 -3.50575 0.08250
H 4.14125 -5.55008 1.00002
H 1.71798 -5.90035 0.77918
H 0.30437 -4.19187 -0.23949
H -3.75073 1.34849 -2.37991
H -6.21534 1.11122 -2.47638
H -7.25044 -1.07646 -2.00460
H -5.84360 -3.03076 -1.49848
H -3.39898 -2.80742 -1.38898
H -0.40469 2.14760 -2.42915
H 0.27634 3.12756 -4.62544
H -0.03917 1.83384 -6.68607
H -1.04576 -0.40546 -6.61443
H -1.76643 -1.36485 -4.44836
N -1.23516 -4.55879 5.17718
C -1.80289 -3.42254 4.78939
S -3.05631 -2.72938 5.63165
C -1.28386 -2.69396 3.62550
C 0.06737 -2.67776 3.26583
C 0.49312 -1.81604 2.27178
N -0.32682 -1.01400 1.59239
C -1.63691 -1.10780 1.85830
C -2.14546 -1.90082 2.85804
H -1.59038 -5.03717 5.99132
H -0.49675 -5.00096 4.65392
H 0.79982 -3.27211 3.78602
H 1.53981 -1.75586 2.01002
H -2.29987 -0.50931 1.24945
H -3.20238 -1.89905 3.07019
C 5.14910 2.62907 2.15924
N 3.84854 2.01517 2.26959
C 3.28321 1.58503 3.52919
C 1.94651 1.00336 3.07862
O 1.06614 0.52312 3.74622
N 1.88736 1.10493 1.71356
C 3.01890 1.69395 1.27763
N 3.23708 1.93085 -0.01066
H 5.36169 3.17330 3.07602
H 5.17489 3.33798 1.33312
H 5.93117 1.88027 2.01674
H 3.14639 2.41601 4.23102
H 3.90901 0.83140 4.02011
H 2.54963 1.59997 -0.67305
H 4.11532 2.29329 -0.34273
O -0.01691 3.11261 0.83153
C -0.83422 2.79410 1.71700
O -1.02034 1.60801 2.04051
C -1.64948 3.85218 2.46987
N -1.41864 5.23037 1.95619
C -1.68328 6.18183 3.09347
C -1.94692 5.29345 4.31377
C -1.27367 3.97478 3.94862
H -2.70933 3.59370 2.39188
H -1.99526 5.44497 1.13845
H -0.44007 5.26850 1.63673
H -2.54209 6.80971 2.85998
H -0.81435 6.81970 3.24645
H -3.01546 5.13307 4.44747
H -1.55326 5.72769 5.22855
H -1.63066 3.12866 4.53042
H -0.19044 4.03349 4.06645
```

⟨S²⟩: 3.777
Multiplicity: 4
Orbital gap (alpha / beta) in eV: 6.3 / 6.6
Net charge: +3
E_HOMO (alpha / beta) in eV: -14.4 / -14.4
Energy relative to the best compared isomer or geometry (same formula, charge and spin) in kcal per mole: 12.5

***

Below is a molecular structure, C6H11EuO4 at a distorted geometry, with properties calculated with ωB97M-V with the def2-TZVPD basis set.

XYZ file:
```
22
Properties=species:S:1:pos:R:3
O -1.52027 0.04487 0.33261
C -1.78698 -1.33922 0.08377
C -0.54926 -2.06646 0.55164
O 0.59744 -1.39851 0.05006
C 1.84048 -1.73482 0.68228
C 2.86910 -0.64748 0.39454
O 2.30461 0.61944 0.47798
Eu 0.58545 0.85768 -0.15537
H -1.98003 -1.47382 -0.98893
H -2.66208 -1.67864 0.65224
H -0.57377 -3.11423 0.22135
H -0.51067 -2.01363 1.65175
H 2.16511 -2.71902 0.31450
H 1.65280 -1.74903 1.76886
H 3.32538 -0.84924 -0.59571
H 3.68500 -0.77081 1.13192
C -0.71208 2.46990 0.44613
O -1.97651 2.28526 0.51768
C -2.54230 0.96112 0.48144
H -0.53453 3.54848 0.58808
H -3.06252 0.84866 1.44057
H -3.23472 0.91079 -0.36774
```

⟨S²⟩: 12.016
Multiplicity: 7
Orbital gap (alpha / beta) in eV: 8.5 / 8.6
Net charge: +2
E_HOMO (alpha / beta) in eV: -18.1 / -18.1

***

Q: Which of these has the lowest net charge?
A: C18H40BClNO10P